Record 1
# C24H57Cl7N3O10

A molecular structure, C24H57Cl7N3O10 in a non-equilibrium geometry (wB97M-V/def2-TZVPD, the OMol25 dataset).

Positions of all 101 atoms, in Å:
Cl1 1.798 1.766 -0.562
O1 1.199 0.518 -0.324
O2 0.861 2.875 -0.695
O3 2.726 2.053 0.486
O4 2.441 1.702 -1.891
Cl2 0.991 -0.861 -4.894
C1 1.607 0.770 -4.408
C2 0.607 1.506 -3.465
Cl3 -1.084 1.637 -4.126
H1 1.910 1.267 -5.330
H2 2.584 0.607 -3.951
H3 0.877 2.510 -3.139
H4 0.398 0.883 -2.595
Cl4 5.574 4.630 -1.239
C3 4.802 3.458 -0.131
C4 5.729 2.328 0.243
Cl5 6.137 1.364 -1.213
H5 3.904 3.060 -0.604
H6 4.469 4.056 0.718
H7 5.292 1.619 0.946
H8 6.645 2.606 0.764
Cl6 -1.272 3.660 1.130
C5 -0.827 1.986 1.172
C6 0.492 1.786 1.945
Cl7 0.267 2.224 3.659
H9 -0.710 1.657 0.139
H10 -1.663 1.394 1.545
H11 1.282 2.364 1.465
H12 0.879 0.771 1.856
C7 0.053 -6.999 1.361
O5 -0.203 -6.016 0.343
C8 -0.671 -6.632 -0.901
C9 -0.604 -5.618 -2.012
N1 -1.039 -4.267 -1.555
C10 -0.690 -3.424 -2.637
C11 -0.910 -1.893 -2.224
O6 -0.272 -1.654 -0.949
C12 -0.277 -0.229 -0.725
H13 -0.667 -7.813 1.266
H14 0.141 -6.535 2.343
H15 1.011 -7.463 1.125
H16 -1.656 -7.083 -0.775
H17 -0.037 -7.461 -1.216
H18 -1.362 -5.872 -2.753
H19 0.357 -5.690 -2.522
H20 -2.036 -4.365 -1.678
H21 -1.328 -3.589 -3.505
H22 0.368 -3.582 -2.849
H23 -1.957 -1.592 -2.265
H24 -0.354 -1.314 -2.962
H25 -0.049 -0.024 0.321
H26 -1.231 0.254 -0.939
H27 0.520 0.306 -1.241
C13 -0.752 3.095 -1.687
O7 -1.863 2.459 -2.360
C14 -2.437 1.317 -1.631
C15 -3.799 0.988 -2.298
N2 -4.878 1.866 -1.826
C16 -6.191 1.226 -2.120
C17 -7.365 2.179 -1.711
O8 -7.899 2.957 -2.769
C18 -7.116 3.960 -3.385
H28 0.037 2.396 -1.410
H29 -1.057 3.668 -0.810
H30 -0.217 3.780 -2.345
H31 -2.641 1.446 -0.568
H32 -1.757 0.465 -1.659
H33 -4.007 -0.075 -2.168
H34 -3.650 1.111 -3.370
H35 -4.802 2.769 -2.272
H36 -6.180 0.353 -1.467
H37 -6.225 0.933 -3.169
H38 -7.145 2.781 -0.830
H39 -8.137 1.483 -1.382
H40 -6.425 4.437 -2.690
H41 -7.738 4.644 -3.963
H42 -6.557 3.402 -4.136
C19 5.675 0.403 2.521
O9 4.508 -0.294 2.194
C20 3.359 0.475 1.978
C21 2.618 0.953 3.220
N3 1.922 -0.229 3.799
C22 1.268 0.151 5.036
C23 0.853 -1.138 5.689
O10 2.021 -1.754 6.175
C24 1.797 -3.050 6.759
H43 5.927 1.172 1.791
H44 6.499 -0.305 2.427
H45 5.657 0.704 3.568
H46 2.746 -0.228 1.414
H47 3.478 1.321 1.301
H48 1.814 1.548 2.784
H49 3.325 1.421 3.904
H50 2.668 -0.906 3.878
H51 0.364 0.678 4.730
H52 1.720 0.767 5.813
H53 0.302 -1.837 5.059
H54 0.243 -0.984 6.579
H55 0.904 -2.950 7.376
H56 2.629 -3.354 7.394
H57 1.482 -3.846 6.084

Calculated values
multiplicity = 1
relative energy (zero: lowest compared OMol25 entry of this formula, charge and spin) = 24.002 eV
DFT total energy = -5085.392524 Eh
LUMO = 2.456 eV
net charge = -1



Record 2
# C24H57F2N8O11S2V

A molecular structure, C24H57F2N8O11S2V in a non-equilibrium geometry (wB97M-V/def2-TZVPD, the OMol25 dataset).

Positions of all 105 atoms, in Å:
O1 25.208 14.418 23.451
V1 24.756 14.676 24.927
N1 25.607 13.280 26.183
S1 24.786 11.931 26.761
O2 24.680 11.721 28.164
O3 24.723 10.826 25.878
F1 23.355 12.639 26.529
S2 27.012 12.886 26.849
O4 27.681 11.735 26.355
O5 27.163 13.257 28.210
F2 27.789 14.101 26.100
C1 27.370 8.283 23.982
C2 27.025 7.063 24.851
N2 27.146 7.305 26.285
C3 28.480 7.625 26.740
C4 28.781 7.234 28.168
C5 26.138 8.165 26.864
C6 24.717 7.743 26.537
H1 27.265 8.006 22.933
H2 28.390 8.554 24.258
H3 26.789 9.186 24.182
H4 26.001 6.724 24.666
H5 27.629 6.179 24.632
H6 28.642 8.716 26.602
H7 29.260 7.336 26.027
H8 27.917 7.038 28.800
H9 29.349 8.004 28.699
H10 29.430 6.361 28.283
H11 26.216 8.019 27.944
H12 26.309 9.233 26.686
H13 24.578 6.664 26.444
H14 24.032 8.008 27.344
H15 24.413 8.207 25.598
C7 26.068 8.237 32.501
O6 25.990 8.100 33.703
N3 26.595 9.305 31.860
C8 26.668 9.392 30.434
C9 27.271 10.358 32.605
H16 25.775 7.424 31.812
H17 27.687 9.504 30.050
H18 26.105 10.165 29.893
H19 26.241 8.476 30.013
H20 27.119 11.340 32.156
H21 26.753 10.426 33.563
H22 28.328 10.121 32.710
C10 24.119 10.771 22.955
O7 24.474 11.914 22.712
N4 24.588 9.668 22.352
C11 24.035 8.344 22.602
C12 25.474 9.824 21.228
H23 23.276 10.617 23.650
H24 24.789 7.805 23.186
H25 23.861 7.774 21.689
H26 23.089 8.362 23.139
H27 24.949 10.146 20.321
H28 26.184 10.631 21.396
H29 25.949 8.866 21.040
C13 26.642 17.301 25.672
O8 26.089 16.286 25.247
N5 27.058 17.506 26.914
C14 27.527 18.798 27.315
C15 26.842 16.510 27.946
H30 26.840 18.147 25.008
H31 28.552 18.831 27.703
H32 26.989 19.194 28.183
H33 27.496 19.547 26.527
H34 26.355 16.968 28.813
H35 26.282 15.664 27.572
H36 27.756 16.095 28.379
C16 22.031 12.550 30.425
O9 21.492 11.581 30.879
N6 23.215 13.028 30.868
C17 23.875 14.140 30.224
C18 23.970 12.350 31.878
H37 21.698 13.067 29.507
H38 24.245 13.815 29.255
H39 24.704 14.562 30.787
H40 23.169 14.976 30.186
H41 24.067 12.928 32.801
H42 23.547 11.398 32.188
H43 24.971 12.119 31.502
C19 21.846 13.827 23.418
O10 22.770 13.847 24.227
N7 20.845 12.959 23.435
C20 20.665 11.996 24.497
C21 19.691 13.101 22.567
H44 21.694 14.527 22.584
H45 21.174 12.303 25.413
H46 21.016 11.001 24.229
H47 19.632 11.952 24.848
H48 19.928 13.738 21.715
H49 19.357 12.142 22.168
H50 18.810 13.498 23.081
C22 22.868 16.416 26.853
O11 23.609 15.480 26.477
N8 21.567 16.296 27.019
C23 20.771 17.370 27.604
C24 20.835 15.065 26.735
H51 23.223 17.378 27.241
H52 21.287 17.947 28.371
H53 20.025 16.870 28.225
H54 20.317 17.964 26.818
H55 20.552 14.583 27.671
H56 20.010 15.340 26.083
H57 21.497 14.356 26.246

Calculated values
multiplicity = 2
relative energy (zero: lowest compared OMol25 entry of this formula, charge and spin) = 2.807 eV
expectation value of S² = 0.78
DFT total energy = -4154.223157 Eh
LUMO (spin up / spin down) = -4.125 / -3.678 eV
net charge = +1



Record 3
# C24H57N

4 unconnected molecules or ions with the total composition C24H57N in a non-equilibrium geometry (wB97M-V/def2-TZVPD, the OMol25 dataset).

Positions of all 82 atoms, in Å:
C1 45.658 52.283 33.883
C2 45.096 51.394 34.998
N1 46.196 50.447 35.643
C3 47.396 51.089 36.088
C4 47.228 52.022 37.283
C5 45.658 49.410 36.506
C6 44.716 48.450 35.705
H1 44.816 52.742 33.262
H2 46.405 51.882 33.115
H3 46.183 53.200 34.244
H4 44.010 51.113 34.712
H5 44.797 52.018 35.616
H6 47.973 51.463 35.271
H7 47.907 50.149 36.469
H8 48.189 52.422 37.748
H9 46.900 51.509 38.059
H10 46.727 52.877 37.232
H11 44.977 49.959 37.315
H12 46.440 49.091 37.148
H13 45.406 47.966 35.003
H14 43.738 48.909 35.318
H15 44.456 47.793 36.607
C7 52.828 53.454 37.467
C8 52.135 52.381 38.402
C9 52.147 51.013 37.876
C10 51.728 49.953 38.921
C11 50.150 49.958 39.212
C12 49.724 48.675 39.985
H16 52.214 53.490 36.605
H17 53.793 53.062 37.424
H18 52.763 54.281 38.128
H19 51.077 52.628 38.612
H20 52.578 52.273 39.299
H21 53.076 50.963 37.416
H22 51.389 51.069 37.015
H23 52.291 49.876 39.991
H24 51.856 48.939 38.459
H25 49.601 49.869 38.162
H26 49.729 50.876 39.829
H27 49.703 47.791 39.308
H28 48.717 48.797 40.276
H29 50.394 48.343 40.844
C13 46.001 54.686 29.981
C14 45.994 55.128 31.465
C15 47.292 55.269 32.206
C16 47.386 55.983 33.359
C17 48.608 55.721 34.306
C18 48.824 56.422 35.712
H30 46.538 55.460 29.237
H31 44.979 54.547 29.496
H32 46.580 53.709 29.946
H33 45.304 54.378 31.990
H34 45.681 56.286 31.240
H35 47.953 55.533 31.375
H36 47.433 54.017 32.129
H37 46.559 55.613 33.974
H38 47.182 57.051 33.177
H39 49.571 55.888 33.906
H40 48.416 54.738 34.487
H41 49.686 56.288 36.225
H42 47.977 56.021 36.084
H43 48.632 57.455 35.584
C19 50.520 49.424 32.680
C20 50.535 50.808 33.394
C21 51.639 51.728 32.767
C22 51.493 53.212 33.323
C23 52.787 53.988 32.976
C24 52.723 55.299 33.756
H44 50.342 49.714 31.584
H45 49.675 48.912 33.023
H46 51.254 48.633 32.728
H47 50.638 50.677 34.353
H48 49.724 51.120 33.241
H49 51.567 51.746 31.719
H50 52.519 51.408 33.190
H51 51.207 53.230 34.257
H52 50.652 53.577 32.808
H53 53.034 54.239 31.874
H54 53.704 53.327 33.380
H55 53.625 55.656 33.790
H56 52.402 55.335 34.780
H57 52.115 56.121 33.343

Calculated values
multiplicity = 1
SMILES = CCN(CC)CC.CCCCCC.CCCCCC.CCCCCC
relative energy (zero: lowest compared OMol25 entry of this formula, charge and spin) = 3.064 eV
DFT total energy = -1002.940130 Eh
LUMO = 0.805 eV



Record 4
# C24H58AsF6NO14P2S3

A molecular structure, C24H58AsF6NO14P2S3 in a non-equilibrium geometry (wB97M-V/def2-TZVPD, the OMol25 dataset).

Positions of all 109 atoms, in Å:
N1 0.261 -0.086 1.310
H1 -0.269 -0.180 2.165
H2 1.230 -0.352 1.413
H3 0.326 0.918 1.229
H4 -0.271 -0.511 0.564
As1 2.620 0.862 5.754
F1 1.812 2.016 4.665
F2 4.101 1.887 5.574
F3 3.474 -0.319 6.739
F4 1.127 -0.077 5.766
F5 3.117 0.034 4.256
F6 2.115 1.879 7.178
C1 -3.797 -3.060 -5.401
C2 -2.723 -4.079 -4.986
C3 -3.011 -4.356 -3.517
S1 -3.833 -2.865 -2.785
O1 -2.855 -2.139 -1.964
O2 -5.176 -3.179 -2.284
C4 -3.985 -1.973 -4.379
H5 -4.720 -3.611 -5.582
H6 -3.501 -2.607 -6.348
H7 -1.727 -3.654 -5.104
H8 -2.873 -4.937 -5.642
H9 -2.162 -4.706 -2.929
H10 -3.749 -5.156 -3.576
H11 -3.087 -1.364 -4.477
H12 -4.884 -1.357 -4.372
C5 -4.967 4.915 5.090
C6 -5.504 4.916 3.629
C7 -5.604 3.400 3.272
S2 -4.519 2.355 4.424
O3 -3.556 1.610 3.658
O4 -5.393 1.752 5.460
C8 -3.776 3.850 5.147
H13 -5.648 4.840 5.937
H14 -4.629 5.924 5.325
H15 -4.782 5.436 2.999
H16 -6.462 5.435 3.630
H17 -5.205 3.215 2.275
H18 -6.611 3.027 3.456
H19 -3.050 4.157 4.395
H20 -3.262 3.715 6.098
C9 4.975 -2.544 -5.372
C10 5.147 -1.241 -6.164
C11 4.806 -0.155 -5.095
S3 3.259 -0.843 -4.250
O5 2.042 -0.486 -5.007
O6 3.434 -0.773 -2.800
C12 3.607 -2.688 -4.668
H21 5.845 -2.784 -4.761
H22 4.909 -3.335 -6.119
H23 4.434 -1.283 -6.988
H24 6.154 -1.085 -6.550
H25 4.655 0.874 -5.423
H26 5.618 -0.260 -4.375
H27 2.897 -2.977 -5.444
H28 3.470 -3.265 -3.754
C13 -1.364 -5.156 2.968
C14 -0.624 -6.457 3.050
O7 0.706 -6.265 3.416
P1 1.766 -6.131 2.212
O8 1.554 -4.959 1.317
O9 1.784 -7.699 1.582
C15 2.861 -8.184 0.734
C16 2.423 -7.840 -0.704
O10 3.159 -6.092 3.041
C17 3.409 -5.177 4.146
C18 3.256 -5.924 5.439
H29 -2.284 -5.264 2.393
H30 -1.541 -4.550 3.856
H31 -0.684 -4.536 2.384
H32 -1.197 -6.927 3.849
H33 -0.705 -7.171 2.230
H34 3.797 -7.692 0.997
H35 2.987 -9.267 0.738
H36 3.097 -8.137 -1.508
H37 1.402 -8.199 -0.829
H38 2.336 -6.771 -0.898
H39 4.427 -4.818 3.995
H40 2.737 -4.319 4.120
H41 2.227 -6.239 5.611
H42 3.825 -6.851 5.365
H43 3.686 -5.360 6.266
C19 -2.818 5.115 -2.376
C20 -1.531 5.636 -3.009
O11 -0.902 6.564 -2.091
P2 0.122 6.033 -0.971
O12 -0.188 4.760 -0.179
O13 1.472 5.860 -1.883
C21 1.974 6.997 -2.594
C22 3.242 6.636 -3.216
O14 0.407 7.347 -0.038
C23 -0.223 7.671 1.200
C24 -1.410 8.588 0.926
H44 -2.551 4.319 -1.681
H45 -3.283 5.931 -1.822
H46 -3.568 4.795 -3.100
H47 -0.912 4.776 -3.266
H48 -1.815 6.169 -3.916
H49 1.319 7.376 -3.379
H50 2.185 7.809 -1.899
H51 3.772 6.260 -2.341
H52 3.183 5.869 -3.988
H53 3.804 7.485 -3.608
H54 -0.404 6.750 1.755
H55 0.505 8.163 1.846
H56 -1.127 9.554 0.506
H57 -2.073 8.012 0.280
H58 -2.060 8.778 1.780

Calculated values
multiplicity = 1
relative energy (zero: lowest compared OMol25 entry of this formula, charge and spin) = 2.918 eV
DFT total energy = -6769.752836 Eh
LUMO = -0.705 eV



Record 5
# C24H58BFN4O5P

3 unconnected molecules or ions with the total composition C24H58BFN4O5P in a non-equilibrium geometry (wB97M-V/def2-TZVPD, the OMol25 dataset).

Positions of all 94 atoms, in Å:
C1 1.342 4.158 0.359
C2 0.849 3.770 1.818
O1 -0.434 3.143 1.669
P1 -1.096 2.661 3.134
O2 -1.629 3.928 3.809
C3 0.153 1.930 4.329
C4 0.087 0.350 4.446
B1 1.555 -0.344 4.793
C5 2.550 -0.147 3.501
C6 1.933 -0.611 2.121
C7 2.925 -1.453 1.232
C8 2.217 -1.926 -0.093
N1 1.821 -0.773 -0.958
C9 2.211 0.284 6.200
C10 3.749 0.465 6.136
C11 4.450 1.811 5.701
N2 4.537 -0.504 6.479
C12 1.205 -1.941 5.122
C13 2.449 -2.873 5.304
C14 2.040 -4.326 4.787
F1 2.799 -3.067 6.658
O3 -2.398 1.623 2.978
C15 -2.500 1.001 1.681
C16 -2.863 -0.534 1.932
H1 0.900 3.381 -0.316
H2 2.451 4.058 0.329
H3 0.987 5.170 0.068
H4 0.725 4.667 2.471
H5 1.639 3.082 2.217
H6 -0.132 2.335 5.333
H7 1.189 2.312 4.148
H8 -0.582 0.133 5.330
H9 -0.403 -0.137 3.564
H10 2.749 0.960 3.401
H11 3.551 -0.638 3.600
H12 1.666 0.300 1.516
H13 1.008 -1.234 2.232
H14 3.857 -0.866 1.015
H15 3.252 -2.397 1.746
H16 2.890 -2.580 -0.702
H17 1.277 -2.480 0.171
H18 1.421 -1.151 -1.822
H19 1.027 -0.310 -0.510
H20 1.758 1.275 6.482
H21 2.008 -0.393 7.073
H22 4.928 1.730 4.693
H23 3.702 2.639 5.759
H24 5.263 2.026 6.437
H25 5.510 -0.197 6.368
H26 0.664 -1.937 6.109
H27 0.478 -2.325 4.356
H28 3.332 -2.573 4.698
H29 0.928 -4.391 4.906
H30 2.509 -5.135 5.404
H31 2.269 -4.460 3.703
H32 -1.561 0.997 1.089
H33 -3.377 1.427 1.137
H34 -3.932 -0.758 1.718
H35 -2.520 -0.879 2.932
H36 -2.269 -1.128 1.182
C17 1.456 0.292 -6.827
C18 1.198 0.071 -5.340
C19 -0.214 0.491 -4.891
O4 -0.396 1.895 -4.762
C20 -0.659 2.568 -5.978
N3 2.240 0.759 -4.570
H37 1.641 1.339 -7.068
H38 2.339 -0.268 -7.144
H39 0.611 -0.053 -7.428
H40 1.290 -1.004 -5.152
H41 -0.383 0.083 -3.890
H42 -0.988 0.060 -5.536
H43 -1.252 1.958 -6.665
H44 0.276 2.875 -6.454
H45 -1.222 3.474 -5.745
H46 2.131 0.528 -3.584
H47 2.036 1.755 -4.606
C21 -4.955 -0.015 -6.444
C22 -4.359 -1.419 -6.442
C23 -5.358 -2.513 -6.023
O5 -5.616 -2.572 -4.629
C24 -6.565 -1.628 -4.163
N4 -3.162 -1.425 -5.594
H48 -5.056 0.397 -5.440
H49 -4.312 0.667 -7.003
H50 -5.940 -0.007 -6.917
H51 -4.049 -1.640 -7.469
H52 -4.920 -3.483 -6.278
H53 -6.297 -2.438 -6.587
H54 -7.351 -1.438 -4.898
H55 -6.069 -0.694 -3.888
H56 -7.024 -2.033 -3.260
H57 -2.708 -2.331 -5.675
H58 -3.476 -1.399 -4.626

Calculated values
multiplicity = 1
DFT total energy = -2010.555434 Eh
LUMO = 1.818 eV
net charge = -1